*i*
# C4H7N3S

One molecule with the formula C4H7N3S (the ωB97M-V functional and the def2-TZVPD basis, the Open Molecules 2025 dataset).

Calculated values
frontier orbital gap: 7.29 eV
SMILES: C=NN/C(N)=C/C=S
total charge: 0

Element x y z (Å)
S 4.439 -0.481 -0.370
N -0.729 -0.537 -0.009
N 0.093 1.696 -0.343
N -2.052 -0.082 -0.240
C 0.318 0.388 0.102
C -2.965 -0.856 -0.248
C 1.554 -0.325 0.253
C 2.907 0.156 0.311
H -3.902 -0.292 -0.553
H -0.995 1.703 -0.167
H 2.947 1.262 1.017
H -0.341 -1.500 0.265
H 1.161 -1.491 -0.065
H 0.691 2.412 -0.137
H -3.125 -2.051 0.183

*ii*
# C4H7N3S

One molecule with the formula C4H7N3S (the ωB97M-V functional and the def2-TZVPD basis, the Open Molecules 2025 dataset).

Calculated values
frontier orbital gap: 9.34 eV
SMILES: [H]/N=C/NN1CCC1=S
total charge: 0

Element x y z (Å)
S 1.249 1.810 -0.031
N -3.286 0.422 -0.007
N -1.223 -0.499 -0.540
N 0.071 -0.671 -0.172
C 1.136 0.185 0.012
C -2.155 -0.085 0.391
C 2.056 -0.982 0.289
C 0.870 -1.909 -0.022
H -1.799 -0.260 1.448
H 2.848 -1.143 -0.440
H -1.328 -0.099 -1.461
H 0.430 -2.522 0.795
H 0.922 -2.500 -0.976
H -3.901 0.551 0.844
H 2.473 -1.011 1.301

Least stable = *i*

*i*
# C5H8ClNS

One molecule with the formula C5H8ClNS (the ωB97M-V functional and the def2-TZVPD basis, the Open Molecules 2025 dataset).

Calculated values
frontier orbital gap: 8.38 eV
SMILES: S=CCN1CC(Cl)C1
total charge: 0

Element x y z (Å)
Cl 1.191 -3.048 0.302
S -0.152 3.862 1.181
N 0.428 0.107 -0.184
C -0.191 1.434 -0.293
C 0.420 2.391 0.718
C -0.207 -2.049 -0.129
C -0.269 -0.860 0.807
C 0.199 -1.005 -1.219
H -1.280 -0.570 1.227
H -0.562 -0.584 -2.002
H -1.411 1.448 0.125
H 1.308 -1.000 -1.708
H 0.379 -0.909 1.598
H -1.145 -2.690 -0.350
H 1.291 1.579 1.326
H 0.000 1.896 -1.400

*ii*
# C5H8ClNS

A 2-piece molecular cluster, C5H8ClNS overall (the ωB97M-V functional and the def2-TZVPD basis, the Open Molecules 2025 dataset).

Calculated values
frontier orbital gap (spin up / spin down): 8.42 / 6.80 eV
total charge: 0

Element x y z (Å)
Cl 1.074 -0.974 -3.973
S -0.960 1.436 0.594
N -1.803 -2.267 1.556
C -1.119 -0.259 0.144
C -0.985 1.604 2.440
C 1.361 -1.192 -2.331
C 1.763 -0.083 -1.311
C -1.448 -1.319 0.961
H -0.073 2.167 2.586
H 2.001 -0.636 -0.458
H -1.984 2.139 2.590
H 0.804 -2.073 -1.881
H 2.557 0.563 -1.596
H 0.822 0.517 -1.082
H -0.943 0.517 2.739
H -1.066 -0.140 -0.978

Least stable = *i*

*i*
# C2H5BrSi

A 2-piece molecular cluster, C2H5BrSi overall (the ωB97M-V functional and the def2-TZVPD basis, the Open Molecules 2025 dataset).

Calculated values
frontier orbital gap: 7.98 eV
total charge: 0

Element x y z (Å)
Br -3.885 0.099 -0.024
Si -1.789 -0.569 0.336
C -1.042 1.193 0.122
C 0.272 1.499 -0.177
H 0.538 2.598 -0.171
H -1.633 2.141 0.410
H -2.045 2.530 2.924
H -1.762 2.285 2.253
H 0.962 0.666 -0.260

*ii*
# C2H5BrSi

A 2-piece molecular cluster, C2H5BrSi overall (the ωB97M-V functional and the def2-TZVPD basis, the Open Molecules 2025 dataset).

Calculated values
frontier orbital gap (spin up / spin down): 7.49 / 7.65 eV
total charge: 0

Element x y z (Å)
Br 3.074 -1.625 0.315
Si 0.901 -1.037 0.393
C 0.173 -0.136 -1.042
C 0.247 0.786 0.231
H -0.797 0.796 0.790
H -1.037 -2.852 1.355
H -0.841 -0.221 -1.271
H 0.800 1.766 0.365
H 0.812 0.125 -1.903

*iii*
# C2H5BrSi

A 2-piece molecular cluster, C2H5BrSi overall (the ωB97M-V functional and the def2-TZVPD basis, the Open Molecules 2025 dataset).

Calculated values
frontier orbital gap: 7.66 eV
total charge: 0

Element x y z (Å)
Br -1.170 -2.276 0.466
Si -0.137 -3.615 -1.022
C 0.379 1.366 1.130
C 0.064 1.551 -0.162
H 0.103 -2.804 -2.253
H -0.679 0.949 -0.820
H -0.013 0.629 1.898
H 1.171 1.923 1.637
H 0.283 2.277 -0.875

Least stable = *ii*

*i*
# H2O

A 2-piece molecular cluster, H2O overall (the ωB97M-V functional and the def2-TZVPD basis, the Open Molecules 2025 dataset).

Calculated values
frontier orbital gap: 7.20 eV
total charge: 0

Element x y z (Å)
O 0.208 -0.271 -0.303
H -0.177 1.398 0.873
H -0.032 -1.127 -0.570

*ii*
# H2O

One molecule with the formula H2O (the ωB97M-V functional and the def2-TZVPD basis, the Open Molecules 2025 dataset).

Calculated values
frontier orbital gap: 12.71 eV
SMILES: O
total charge: 0

Element x y z (Å)
O 0.247 0.028 0.302
H -0.548 -0.517 0.245
H 0.300 0.489 -0.547

Least stable = *i*